Record 1
166
Properties=species:S:1:pos:R:3:lowdin_charge:R:1 method="wB97M-V/def2-TZVPD" lumo_energy_ev=0.319 homo_energy_ha=-0.3305 charge=0 e_above_lowest_ev=0.000
F -16.240 -8.901 -13.899 0.03
C -16.570 -10.213 -13.722 -0.25
C -17.099 -10.682 -12.505 -0.01
C -17.538 -12.038 -12.490 -0.08
C -17.459 -12.842 -13.648 -0.11
C -16.931 -12.367 -14.827 -0.08
C -16.451 -11.023 -14.888 0.00
H -17.178 -10.008 -11.664 0.11
H -17.867 -12.380 -11.520 0.09
H -17.834 -13.848 -13.535 0.08
H -16.782 -12.946 -15.726 0.09
H -15.997 -10.661 -15.798 0.10
F -19.342 -17.716 -6.642 0.07
C -19.079 -17.139 -7.783 -0.33
C -19.104 -17.855 -8.948 0.00
C -18.802 -17.203 -10.159 -0.09
C -18.309 -15.903 -10.177 -0.07
C -18.196 -15.169 -8.945 -0.04
C -18.606 -15.817 -7.774 -0.01
H -19.531 -18.844 -8.874 0.10
H -18.819 -17.743 -11.094 0.10
H -17.991 -15.472 -11.114 0.10
H -17.853 -14.148 -9.024 0.10
H -18.564 -15.317 -6.818 0.11
F -15.601 -16.724 -1.765 0.05
C -16.825 -16.707 -2.351 -0.29
C -17.646 -17.848 -2.354 -0.01
C -18.898 -17.822 -2.960 -0.07
C -19.260 -16.670 -3.646 -0.11
C -18.497 -15.520 -3.574 -0.06
C -17.255 -15.510 -2.894 0.00
H -17.249 -18.703 -1.828 0.11
H -19.619 -18.615 -3.092 0.07
H -20.165 -16.619 -4.233 0.10
H -18.934 -14.655 -4.051 0.10
H -16.626 -14.642 -2.765 0.12
F -18.531 -12.104 -6.170 0.03
C -18.762 -10.812 -5.815 -0.28
C -19.192 -10.576 -4.504 -0.01
C -19.549 -9.261 -4.121 -0.06
C -19.375 -8.257 -5.088 -0.11
C -18.973 -8.506 -6.383 -0.09
C -18.699 -9.821 -6.768 -0.02
H -19.296 -11.421 -3.839 0.11
H -19.934 -9.026 -3.140 0.10
H -19.686 -7.232 -4.945 0.10
H -18.853 -7.752 -7.146 0.10
H -18.340 -10.112 -7.745 0.11
F -23.244 -20.913 -8.619 0.05
C -23.400 -19.667 -8.124 -0.26
C -24.667 -19.051 -8.204 -0.05
C -24.882 -17.843 -7.673 -0.10
C -23.845 -17.166 -7.038 -0.07
C -22.543 -17.720 -7.017 -0.07
C -22.320 -18.975 -7.617 -0.01
H -25.498 -19.601 -8.621 0.12
H -25.859 -17.387 -7.735 0.11
H -23.995 -16.208 -6.563 0.08
H -21.706 -17.149 -6.643 0.09
H -21.373 -19.469 -7.462 0.10
F -17.822 -20.736 -12.010 0.05
C -18.460 -21.228 -10.937 -0.29
C -19.853 -21.335 -11.077 -0.01
C -20.577 -21.857 -10.008 -0.08
C -19.899 -22.199 -8.836 -0.07
C -18.505 -21.877 -8.694 -0.06
C -17.767 -21.382 -9.771 -0.01
H -20.233 -21.186 -12.077 0.09
H -21.633 -22.061 -10.107 0.09
H -20.460 -22.633 -8.021 0.09
H -18.029 -21.997 -7.732 0.08
H -16.742 -21.080 -9.615 0.10
F -16.029 -11.596 -9.844 0.02
C -15.223 -12.680 -9.628 -0.24
C -14.731 -13.337 -10.760 -0.01
C -13.962 -14.506 -10.649 -0.08
C -13.652 -14.989 -9.388 -0.09
C -13.928 -14.208 -8.228 -0.07
C -14.760 -13.065 -8.313 0.01
H -15.103 -13.004 -11.718 0.10
H -13.745 -15.131 -11.503 0.09
H -13.043 -15.880 -9.421 0.08
H -13.461 -14.621 -7.346 0.09
H -14.992 -12.465 -7.446 0.10
F -15.317 -15.960 -13.206 0.07
C -16.065 -16.546 -14.137 -0.32
C -17.026 -17.468 -13.793 0.00
C -17.836 -18.037 -14.780 -0.06
C -17.665 -17.595 -16.108 -0.08
C -16.624 -16.710 -16.466 -0.06
C -15.836 -16.220 -15.425 -0.04
H -17.056 -17.842 -12.781 0.09
H -18.655 -18.705 -14.558 0.09
H -18.329 -17.861 -16.917 0.09
H -16.505 -16.383 -17.489 0.10
H -15.259 -15.346 -15.692 0.12
C -23.263 -14.040 -4.899 -0.05
C -22.579 -12.870 -4.435 -0.48
O -21.788 -12.876 -3.463 0.02
C -22.774 -11.593 -5.248 -0.01
H -23.823 -14.597 -4.147 0.10
H -22.471 -14.674 -5.298 0.08
H -24.082 -13.811 -5.580 0.09
H -23.851 -11.457 -5.338 0.08
H -22.311 -11.581 -6.235 0.08
H -22.405 -10.709 -4.728 0.07
C -21.895 -15.556 -9.679 -0.01
C -21.558 -14.332 -8.960 -0.50
O -21.794 -14.253 -7.788 0.06
C -20.968 -13.114 -9.693 0.00
H -21.048 -15.897 -10.275 0.07
H -22.778 -15.401 -10.298 0.09
H -21.954 -16.344 -8.928 0.06
H -20.673 -12.429 -8.899 0.07
H -21.737 -12.576 -10.248 0.07
H -20.189 -13.347 -10.418 0.06
C -21.706 -20.598 -3.989 -0.02
C -20.786 -21.340 -4.875 -0.47
O -21.232 -22.298 -5.496 0.04
C -19.366 -20.844 -5.217 -0.01
H -21.225 -20.096 -3.150 0.07
H -22.397 -21.335 -3.580 0.09
H -22.237 -19.836 -4.559 0.09
H -18.803 -20.532 -4.338 0.07
H -19.459 -20.053 -5.960 0.06
H -18.817 -21.612 -5.763 0.06
C -15.485 -17.125 -6.003 0.00
C -14.668 -18.388 -6.128 -0.49
O -13.516 -18.367 -6.531 0.05
C -15.395 -19.658 -5.835 -0.01
H -14.726 -16.345 -5.936 0.08
H -16.065 -17.233 -5.087 0.07
H -16.095 -16.866 -6.869 0.08
H -15.027 -20.065 -4.893 0.10
H -15.244 -20.356 -6.658 0.09
H -16.448 -19.405 -5.711 0.06
C -22.452 -13.979 -12.955 -0.02
C -21.357 -14.874 -13.489 -0.46
O -20.208 -14.456 -13.372 0.04
C -21.719 -16.200 -14.120 -0.01
H -21.977 -13.181 -12.383 0.07
H -23.187 -14.587 -12.427 0.07
H -23.032 -13.408 -13.681 0.09
H -22.686 -16.528 -13.737 0.07
H -20.909 -16.855 -13.801 0.07
H -21.671 -15.984 -15.188 0.10
C -24.016 -19.420 -11.749 0.00
C -22.676 -18.978 -12.342 -0.45
O -22.011 -18.085 -11.808 0.03
C -22.233 -19.659 -13.625 -0.02
H -24.174 -18.816 -10.855 0.06
H -23.980 -20.491 -11.550 0.09
H -24.839 -19.128 -12.401 0.09
H -22.969 -19.594 -14.427 0.09
H -21.937 -20.699 -13.490 0.07
H -21.313 -19.210 -13.999 0.06
C -12.978 -18.788 -9.947 -0.02
C -14.273 -19.384 -10.413 -0.48
O -14.484 -20.560 -10.656 0.06
C -15.368 -18.361 -10.452 -0.02
H -13.153 -18.109 -9.113 0.05
H -12.446 -18.256 -10.736 0.09
H -12.399 -19.618 -9.541 0.09
H -16.237 -18.792 -10.949 0.06
H -15.026 -17.536 -11.077 0.07
H -15.565 -17.909 -9.480 0.09

---

Record 2
187
Properties=species:S:1:pos:R:3:lowdin_charge:R:1 method="wB97M-V/def2-TZVPD" lumo_energy_ev=-13.514 homo_energy_ha=-0.6280 charge=+7
C -1.335 1.379 -2.101 -0.02
C -1.511 2.135 -0.740 -0.46
C -2.761 2.999 -0.955 -0.14
C -3.221 3.785 0.262 -0.15
C -3.462 2.798 1.412 -0.15
C -2.351 1.775 1.675 -0.50
N -1.847 1.211 0.393 -0.17
O -0.880 0.112 0.515 -0.32
C -3.113 0.672 2.429 -0.06
C -1.261 2.476 2.535 -0.03
C -0.282 2.998 -0.393 -0.03
H -2.246 0.923 -2.489 0.05
H -0.459 0.737 -2.092 0.05
H -1.084 2.203 -2.777 0.07
H -3.638 2.514 -1.389 0.12
H -2.449 3.774 -1.667 0.10
H -4.171 4.259 0.015 0.12
H -2.555 4.604 0.537 0.11
H -4.436 2.326 1.274 0.12
H -3.559 3.393 2.326 0.12
H -2.393 -0.069 2.798 0.04
H -3.870 0.154 1.847 0.06
H -3.567 1.097 3.327 0.10
H -1.360 2.442 3.624 0.08
H -1.217 3.528 2.257 0.07
H -0.284 2.024 2.328 0.03
H 0.563 2.416 -0.035 0.06
H -0.482 3.914 0.166 0.06
H -0.082 3.482 -1.358 0.06
C 3.760 12.335 5.331 0.05
N 3.412 10.999 4.839 -0.07
C 3.115 10.796 3.550 0.04
C 2.989 9.520 3.020 0.08
C 2.893 8.421 3.904 -0.11
C 3.048 8.708 5.282 0.05
C 3.354 9.964 5.709 0.03
C 2.812 7.061 3.341 -0.13
C 3.766 6.129 3.761 0.07
C 3.836 4.897 3.120 0.05
N 2.864 4.530 2.249 -0.07
C 1.901 5.391 1.902 0.03
C 1.884 6.684 2.383 0.07
C 2.821 3.163 1.650 0.04
H 4.722 12.316 5.843 0.13
H 3.032 12.603 6.098 0.12
H 3.791 13.082 4.544 0.12
H 3.070 11.659 2.900 0.16
H 2.843 9.382 1.958 0.14
H 3.048 7.878 5.975 0.14
H 3.522 10.222 6.746 0.17
H 4.420 6.428 4.567 0.14
H 4.594 4.139 3.254 0.15
H 1.179 5.039 1.177 0.14
H 1.152 7.386 2.009 0.15
H 3.016 3.283 0.584 0.11
H 1.917 2.684 2.007 0.08
H 3.717 2.637 1.977 0.10
C -7.528 -8.443 4.054 0.06
N -6.965 -7.304 3.315 -0.07
C -5.645 -7.072 3.398 0.02
C -5.041 -6.017 2.734 0.05
C -5.834 -5.249 1.884 -0.13
C -7.201 -5.479 1.805 0.07
C -7.736 -6.532 2.535 0.05
C -5.194 -4.103 1.142 -0.12
C -5.543 -3.973 -0.211 0.05
C -4.973 -2.978 -0.992 0.04
N -4.063 -2.138 -0.427 -0.07
C -3.728 -2.209 0.871 0.01
C -4.306 -3.177 1.675 0.05
C -3.322 -1.210 -1.290 0.01
H -6.962 -9.354 3.887 0.12
H -8.566 -8.589 3.765 0.12
H -7.549 -8.123 5.096 0.13
H -5.059 -7.733 4.020 0.16
H -4.015 -5.726 2.897 0.13
H -7.837 -4.914 1.139 0.14
H -8.796 -6.747 2.516 0.16
H -6.242 -4.625 -0.715 0.14
H -5.177 -2.874 -2.046 0.15
H -2.936 -1.525 1.164 0.11
H -3.995 -3.252 2.709 0.13
H -2.367 -1.658 -1.547 0.10
H -3.266 -0.233 -0.798 0.08
H -3.955 -1.063 -2.164 0.08
C -4.859 1.625 -4.501 0.05
N -3.590 1.169 -5.097 -0.06
C -3.337 -0.164 -5.144 -0.01
C -2.168 -0.672 -5.693 0.04
C -1.164 0.246 -6.001 -0.14
C -1.353 1.586 -5.777 0.07
C -2.593 2.030 -5.372 0.04
C 0.152 -0.209 -6.507 -0.12
C 0.277 -1.074 -7.587 0.05
C 1.513 -1.393 -8.124 0.04
N 2.636 -0.842 -7.593 -0.06
C 2.556 -0.129 -6.441 0.02
C 1.333 0.166 -5.873 0.03
C 3.903 -0.977 -8.353 0.06
H -5.069 2.653 -4.780 0.13
H -4.941 1.219 -3.497 0.09
H -5.602 1.060 -5.074 0.11
H -4.157 -0.752 -4.757 0.13
H -1.995 -1.721 -5.883 0.13
H -0.577 2.335 -5.890 0.14
H -2.778 3.067 -5.102 0.12
H -0.583 -1.516 -8.074 0.14
H 1.666 -1.975 -9.021 0.15
H 3.470 0.367 -6.149 0.12
H 1.341 0.797 -4.994 0.11
H 3.698 -1.445 -9.309 0.11
H 4.633 -1.553 -7.784 0.11
H 4.317 0.028 -8.415 0.13
C 1.268 -1.211 -2.756 0.02
N 1.937 -2.530 -2.836 -0.05
C 1.239 -3.646 -2.615 0.01
C 1.870 -4.900 -2.677 0.06
C 3.260 -4.986 -2.890 -0.12
C 3.926 -3.764 -3.015 0.06
C 3.299 -2.561 -3.039 0.06
C 3.980 -6.271 -2.959 -0.13
C 5.064 -6.520 -2.117 0.06
C 5.610 -7.798 -2.109 0.04
N 5.244 -8.751 -2.976 -0.07
C 4.247 -8.504 -3.851 0.02
C 3.553 -7.323 -3.813 0.06
C 5.930 -10.069 -3.097 0.07
H 0.201 -1.208 -2.959 0.09
H 1.839 -0.576 -3.428 0.05
H 1.402 -0.802 -1.752 0.10
H 0.169 -3.551 -2.507 0.14
H 1.224 -5.767 -2.641 0.13
H 5.002 -3.810 -3.140 0.15
H 3.759 -1.579 -3.082 0.11
H 5.433 -5.728 -1.480 0.14
H 6.368 -8.101 -1.399 0.16
H 3.957 -9.310 -4.511 0.16
H 2.617 -7.146 -4.323 0.14
H 6.533 -10.067 -4.003 0.13
H 5.112 -10.783 -3.112 0.12
H 6.616 -10.257 -2.274 0.12
C -1.730 -4.000 10.471 0.05
N -1.156 -3.423 9.243 -0.07
C -0.508 -4.218 8.367 0.03
C 0.009 -3.723 7.176 0.06
C 0.059 -2.341 7.000 -0.13
C -0.594 -1.532 7.930 0.05
C -1.199 -2.087 9.030 0.04
C 0.661 -1.724 5.770 -0.12
C -0.188 -1.154 4.806 0.06
C 0.326 -0.667 3.605 0.02
N 1.638 -0.790 3.361 -0.07
C 2.484 -1.346 4.239 0.02
C 1.992 -1.865 5.415 0.05
C 2.205 -0.269 2.068 0.06
H -1.054 -3.866 11.314 0.13
H -1.958 -5.044 10.270 0.11
H -2.680 -3.548 10.754 0.12
H -0.448 -5.268 8.618 0.16
H 0.453 -4.458 6.520 0.14
H -0.592 -0.459 7.802 0.15
H -1.905 -1.572 9.668 0.16
H -1.230 -0.998 5.053 0.13
H -0.348 -0.147 2.925 0.09
H 3.527 -1.311 3.962 0.16
H 2.706 -2.311 6.096 0.15
H 3.157 0.176 2.344 0.10
H 1.514 0.496 1.722 0.07
H 2.293 -1.167 1.465 0.12
N 3.601 1.094 -3.824 -0.26
S 3.472 1.743 -2.464 0.39
O 4.064 3.023 -2.230 -0.23
O 3.409 0.789 -1.362 -0.33
F 1.928 2.147 -2.678 -0.20
S 5.245 0.691 -3.593 0.59
O 5.599 -0.394 -2.704 -0.28
O 6.167 1.726 -3.929 -0.19
F 5.229 -0.122 -5.003 -0.24
N 0.294 5.492 -4.959 -0.24
S -0.957 5.551 -3.795 0.58
O -1.898 4.450 -3.769 -0.33
O -1.438 6.829 -3.427 -0.22
F 0.024 5.142 -2.572 -0.23
S -0.632 5.684 -6.135 0.41
O -1.258 6.980 -6.269 -0.25
O -1.422 4.545 -6.592 -0.33
F 0.386 5.742 -7.358 -0.17

---

Record 3
22
Properties=species:S:1:pos:R:3:lowdin_spin:R:1 method="wB97M-V/def2-TZVPD" lumo_energy_ev="-6.098 / -6.648" homo_energy_ha="-0.4487 / -0.4519" multiplicity=6 charge=+1 e_above_lowest_ev=0.023
Ir 0.510 -1.679 -1.824 1.61
Cl 3.133 -0.921 -0.721 0.10
C 1.895 -0.950 0.433 0.05
C 0.681 -1.397 0.036 0.01
C -0.294 -1.691 0.992 0.04
Cl -1.866 -2.210 0.452 0.04
C -0.042 -1.509 2.345 -0.01
Cl -1.232 -1.936 3.508 -0.01
C 1.183 -0.893 2.721 0.04
Cl 1.661 -0.724 4.345 0.02
C 2.105 -0.546 1.783 -0.01
Cl 3.431 0.429 2.142 0.01
F -4.190 0.618 -1.346 0.00
B -3.817 1.132 -2.508 0.01
F -4.463 0.776 -3.575 0.00
F -2.795 1.953 -2.524 0.02
F 1.390 -3.422 -1.705 0.14
Se -2.141 3.977 0.524 0.20
Sb -0.716 2.154 0.262 -0.02
Se 2.418 2.352 -0.783 0.73
Se 3.277 4.090 -1.819 1.12
Se -0.127 0.396 -2.737 0.91

---

These records have molecular weight values of 1175.4; 1447.8; 966.0 g mol⁻¹, in the order they appear.